1.
The following is a quantum chemistry calculation of a single C3H3NO3 molecule in a non-equilibrium geometry, from the Open Molecules 2025 dataset.

## Properties
* energy above the lowest of the compared OMol25 structures with the same formula, charge and spin: 50.7 kcal per mole
* LUMO: -0.27 eV
* multiplicity: 1
* strongest force on any atom: 0.022 Eh/bohr
* electronic energy: -10790.5008 eV
* HOMO-LUMO gap: 10.509 eV

Last column: Mulliken charge in e.
Positions of all 10 atoms, in Å:
H 1.93307 1.14928 -0.91080  0.27
N 1.35909 1.31132 -0.08840  -0.58
C 0.36285 0.53182 -0.04269  0.48
C -0.48028 0.92238 1.17067  0.14
O -1.59034 0.63601 1.53301  -0.46
O 0.11307 -0.39012 -1.02598  -0.34
C -0.48160 -1.63540 -0.79328  0.18
O 0.16381 -2.58165 -0.47838  -0.40
H 0.17035 1.66707 1.64241  0.35
H -1.55260 -1.60602 -1.00255  0.37

Forces on atoms 1 to 3 (eV/Å):
0.11 -0.11 -0.12
-0.17 -0.30 -0.43
0.54 0.16 -0.14



2.
The following is a quantum chemistry calculation of a 2-piece molecular cluster, C11H14BF4N2O5 overall, from the Open Molecules 2025 dataset.

## Properties
* LUMO: 1.20 eV
* multiplicity: 1
* strongest force on any atom: 0.015 Eh/bohr
* electronic energy: -36406.1306 eV
* charge: -1
* HOMO-LUMO gap: 8.259 eV

Last column: Mulliken charge in e.
Positions of all 37 atoms, in Å:
N -1.91607 2.50398 -1.58298  -0.66
C -0.89170 2.48721 -2.63704  -0.48
C 0.49179 2.54866 -1.99232  -0.73
C 1.08812 1.24398 -1.51707  0.30
C 2.03303 1.19242 -0.57158  0.29
O 2.58987 2.30009 0.01088  -0.59
C 2.60538 -0.13257 -0.15391  0.10
O 3.75139 -0.25822 0.20169  -0.55
C 1.64577 -1.28599 -0.23900  1.54
O 1.84015 -2.31693 0.62012  -0.62
C 0.68990 -1.26463 -1.17124  -0.16
C -0.38741 -2.30181 -1.34295  -0.97
C -1.00916 -2.82713 -0.04000  -0.53
C -1.54639 -1.82451 0.97417  0.34
N -0.64875 -0.81989 1.34252  0.00
O -2.63744 -1.98200 1.47031  -0.62
C 0.68199 -0.08608 -2.08647  -0.18
O 0.36272 -0.20589 -3.25321  -0.63
H -2.84094 2.54806 -1.99722  0.24
H -1.91083 1.63308 -1.05912  0.19
H -1.03299 3.38168 -3.24811  0.43
H -0.96750 1.62841 -3.30446  0.30
H 1.20470 3.04424 -2.65926  0.36
H 0.39680 3.19223 -1.11352  0.35
H 2.11990 2.51763 0.82551  0.36
H 1.67758 -2.00746 1.52625  0.35
H -1.16797 -1.87364 -1.97696  0.32
H 0.01269 -3.15587 -1.89839  0.34
H -1.86026 -3.46042 -0.29845  0.41
H -0.27949 -3.44531 0.48633  0.32
H -0.91160 -0.30782 2.19695  0.37
H -0.42228 -0.19586 0.57973  -0.12
B -0.51968 -0.04909 4.80309  0.59
F 0.12434 -1.21717 4.33698  -0.40
F -1.20962 -0.30201 5.98672  -0.37
F 0.43234 0.96864 4.98799  -0.40
F -1.43994 0.37266 3.78893  -0.49

Forces on atoms 1 to 3 (eV/Å):
-0.17 -0.16 -0.11
-0.05 -0.02 0.14
0.15 0.06 -0.10



3.
The following is a quantum chemistry calculation of C24H37GeNSeW as an isolated structure in a non-equilibrium geometry, from the Open Molecules 2025 dataset.

## Properties
* energy above the lowest of the compared OMol25 structures with the same formula, charge and spin: 6.0 kcal per mole
* LUMO (spin up / spin down): 5.08 / 5.07 eV
* multiplicity: 3
* strongest force on any atom: 0.046 Eh/bohr
* electronic energy: -150664.7050 eV
* ⟨S²⟩: 2.04
* charge: -2
* HOMO-LUMO gap (spin up / spin down): 4.057 / 4.978 eV

Last column: Mulliken charge in e.
Positions of all 65 atoms, in Å:
W 0.26092 -0.15014 -0.55409  -0.29
C -0.11708 1.45936 -3.49026  -2.10
C -0.48032 1.42351 -2.02890  0.47
C -0.02557 2.46869 -1.14281  2.00
C 1.09107 3.34498 -1.65560  -2.61
C -0.95230 2.98224 -0.15505  1.59
C -0.84306 4.41905 0.30506  -2.41
C -1.87176 2.12566 0.36208  0.43
C -2.79977 2.48008 1.49135  -2.20
C -1.83663 0.73722 -0.13357  1.52
C -2.88507 -0.20987 0.42387  -1.97
C -1.52990 0.56885 -1.56647  -0.29
C -2.49849 -0.02884 -2.55865  -2.00
H -0.73823 2.18905 -4.03074  0.30
H -0.23804 0.47998 -3.95266  0.38
H 0.92768 1.73402 -3.61594  0.41
H 1.45763 4.02194 -0.88538  0.72
H 0.78261 3.95222 -2.52050  0.23
H 1.93701 2.72377 -1.96065  0.35
H -0.38279 5.04201 -0.46100  0.44
H -0.24102 4.50462 1.21757  0.21
H -1.82921 4.84153 0.50627  0.58
H -3.85240 2.34933 1.21140  0.26
H -2.66506 3.51156 1.81417  0.46
H -2.60607 1.83680 2.35604  0.35
H -2.69716 -1.22551 0.07374  0.13
H -3.90629 0.07829 0.13408  0.30
H -2.84262 -0.23075 1.51467  0.51
H -3.21916 -0.68360 -2.06941  0.49
H -1.98787 -0.61480 -3.32526  0.41
H -3.04972 0.77320 -3.06294  0.34
Se 2.39970 -0.13863 -1.79609  -0.88
C 2.52559 1.00248 3.98528  -1.47
Ge 2.37439 1.01810 1.96905  0.66
C 3.99743 0.00427 1.42889  -1.21
C 2.79578 2.92145 1.52304  -1.21
C 0.67682 0.35162 1.39445  -0.39
H 3.53849 1.26726 4.29956  0.36
H 2.30250 -0.00093 4.35737  0.38
H 1.82678 1.70032 4.45428  0.39
H 4.38235 -0.60646 2.25136  0.42
H 4.78121 0.68956 1.09960  0.39
H 3.75974 -0.63976 0.58476  0.14
H 3.74576 3.23054 1.96780  0.45
H 2.00803 3.58485 1.88885  0.26
H 2.86764 3.03225 0.44215  0.23
H -0.01326 0.23986 2.23734  0.50
C 1.73274 -3.30049 1.34071  -1.13
C 0.69280 -4.03532 0.54528  0.95
C 0.56349 -5.40683 0.65892  -0.53
C -0.39153 -6.11915 -0.06150  -0.67
C -1.23885 -5.41965 -0.90681  -0.51
C -1.15268 -4.04542 -1.04828  0.65
C -2.08943 -3.29454 -1.95529  -1.05
C -0.16934 -3.29599 -0.33451  0.13
N -0.06852 -1.96778 -0.49430  0.07
H 2.01561 -3.86389 2.23401  0.36
H 1.35527 -2.32068 1.62889  -0.05
H 2.62016 -3.12193 0.72878  0.23
H 1.22974 -5.94463 1.32857  0.33
H -0.47002 -7.19684 0.03428  0.31
H -1.98153 -5.96364 -1.48628  0.35
H -2.38123 -3.88470 -2.82806  0.43
H -1.59353 -2.38125 -2.28349  -0.14
H -3.00340 -2.99847 -1.42905  0.26

Forces on atoms 1 to 3 (eV/Å):
0.92 -2.21 -0.02
0.07 -0.08 0.05
-0.44 0.63 -0.15



4.
The following is a quantum chemistry calculation of C30H20AsCl2N3O9SW as an isolated structure, from the Open Molecules 2025 dataset.

## Properties
* energy above the lowest of the compared OMol25 structures with the same formula, charge and spin: 40.1 kcal per mole
* LUMO (spin up / spin down): -1.71 / -1.71 eV
* multiplicity: 1
* strongest force on any atom: 0.019 Eh/bohr
* electronic energy: -152880.0381 eV
* HOMO-LUMO gap (spin up / spin down): 6.871 / 6.870 eV

Last column: Mulliken charge in e.
Positions of all 67 atoms, in Å:
W 0.42736 1.69139 -0.53975  1.58
O -0.62853 2.00280 -2.07738  -0.65
As 3.02835 1.75994 -1.68762  0.12
O 1.47069 1.13175 -2.24609  -0.83
O 2.27871 1.35749 -0.09261  -0.71
C 2.54362 3.63745 -2.31097  0.47
C 3.21573 3.81435 -3.51606  -0.71
C 2.93231 4.87521 -4.37115  -0.68
C 1.96186 5.79781 -4.02830  -0.61
C 1.29082 5.66552 -2.82000  -0.69
C 1.57584 4.60192 -1.98236  0.96
S 0.79098 4.56620 -0.38841  1.37
O 1.68433 3.61316 0.31577  -0.49
O 0.62806 5.89892 0.08330  -0.73
O -0.49141 3.76874 -0.44512  -0.62
H -0.14366 1.65603 -2.84612  0.35
H 3.98605 3.10516 -3.80804  0.32
H 3.48033 4.97805 -5.29867  0.39
H 1.73912 6.63070 -4.68141  0.40
H 0.56307 6.40266 -2.50584  0.43
Cl 0.53453 1.69197 4.41633  -0.22
C -0.90136 1.58660 3.48280  0.45
C -2.15342 1.48985 4.12894  -0.55
C -3.31289 1.39256 3.41459  0.69
Cl -4.82679 1.26983 4.25006  -0.26
C -3.30254 1.39473 1.99665  -0.50
C -4.41640 1.31389 1.13471  -0.65
C -4.21706 1.34878 -0.21774  -1.23
C -2.91310 1.46671 -0.73782  -0.47
N -1.86599 1.53521 0.04720  0.27
C -2.04755 1.49861 1.38675  0.84
C -0.84471 1.58325 2.11408  -0.31
O 0.25706 1.66218 1.38144  -0.40
H -2.18096 1.49013 5.20926  0.48
H -5.41074 1.22880 1.55149  0.47
H -5.04815 1.29128 -0.90560  0.44
H -2.71784 1.50206 -1.80021  0.66
O -0.93398 -0.65124 -2.55322  -0.63
C -0.53921 -1.08457 -1.49751  -0.35
N -0.58467 -2.38743 -1.10291  0.02
C 0.14200 -2.62598 0.12758  3.82
C 0.39171 -1.17393 0.59274  -1.17
O 0.86130 -0.90071 1.65818  -0.56
N 0.02034 -0.32178 -0.44319  1.57
C 1.47290 -3.31760 -0.16582  -0.28
C 2.63945 -2.58496 -0.36420  -0.31
C 3.81554 -3.23034 -0.72113  -0.94
C 3.83578 -4.60642 -0.88533  -0.45
C 2.67504 -5.34089 -0.68604  -0.88
C 1.50061 -4.69940 -0.32532  -0.20
C -0.68182 -3.34743 1.17927  -0.82
C -0.07608 -3.71535 2.37828  -0.14
C -0.81712 -4.32988 3.37321  -0.95
C -2.16884 -4.58836 3.18092  -0.43
C -2.77440 -4.22401 1.98987  -0.91
C -2.03413 -3.60045 0.99205  -0.48
H -0.66730 -3.09184 -1.81780  0.33
H 2.64619 -1.50986 -0.22684  0.49
H 4.71938 -2.65257 -0.86531  0.44
H 4.75507 -5.10663 -1.16075  0.40
H 2.68475 -6.41661 -0.80501  0.40
H 0.60056 -5.27766 -0.15076  0.43
H 0.97510 -3.50949 2.53078  0.50
H -0.33876 -4.60765 4.30346  0.42
H -2.74530 -5.07195 3.95893  0.42
H -3.82691 -4.42154 1.83191  0.43
H -2.51289 -3.30515 0.06784  0.43

Forces on atoms 1 to 3 (eV/Å):
-0.45 0.06 -0.02
0.06 -0.27 0.03
0.05 -0.01 0.10